Below is the molecule C4H6O2S at a distorted geometry, with properties calculated with wB97M-V/def2-TZVPD.

Properties
lowest unoccupied orbital energy	0.7429	eV
HOMO	-0.34514	Ha
energy above the lowest of the compared OMol25 structures with the same formula, charge and spin	6.4	kJ/mol
frontier orbital gap	10.13	eV
SMILES	O=C1OCC[C@H]1S

Positions of all 13 atoms, in Å:
1 H -0.145 -2.359 0.163
2 C -1.836 -0.937 -0.028
3 C -0.513 0.940 0.096
4 S 2.034 -0.271 -0.004
5 O -0.124 2.038 -0.147
6 O -1.806 0.497 0.019
7 H -2.554 -1.211 -0.784
8 C -0.389 -1.397 -0.282
9 H -2.234 -1.295 0.974
10 H 0.236 -0.281 1.516
11 H -0.080 -1.370 -1.358
12 H 1.986 0.830 -0.804
13 C 0.353 -0.315 0.443

So, what does the Mulliken scheme give us? The charges, in e, come out as: 0.355 -0.436 0.378 -0.234 -0.519 -0.337 0.308 -0.488 0.257 0.298 0.270 0.163 -0.015